[1]
{"formula": "C5H13NO2", "method": "the ωB97M-V functional and the def2-TZVPD basis", "species": ["O", "C", "C", "C", "C", "C", "N", "H", "H", "H", "H", "H", "H", "H", "H", "H", "H", "H", "H", "H", "O"], "xyz": [[2.903, 1.176, -0.816], [2.039, 0.862, -0.041], [0.602, 1.278, -0.208], [-0.462, 0.387, 0.463], [-1.616, 0.040, -0.462], [-2.897, -0.401, 0.239], [-4.073, -0.411, -0.607], [2.288, 0.250, 0.860], [0.407, 1.372, -1.275], [0.539, 2.282, 0.203], [-0.006, -0.549, 0.808], [-0.824, 0.876, 1.368], [-1.900, 0.903, -1.083], [-1.359, -0.723, -1.193], [-2.784, -1.400, 0.666], [-3.111, 0.257, 1.089], [-4.528, 0.471, -0.757], [-3.981, -0.968, -1.439], [6.648, -1.806, 1.396], [6.231, -1.899, -0.052], [5.884, -1.999, 0.843]], "orbital_gap_ev": 10.010, "smiles": "NCCCCC=O.O"}

***

[2]
{"formula": "C5H13NO2", "method": "the ωB97M-V functional and the def2-TZVPD basis", "species": ["C", "C", "C", "C", "C", "N", "O", "H", "H", "H", "H", "H", "H", "H", "H", "H", "H", "H", "H", "H", "O"], "xyz": [[-0.226, 0.131, 1.190], [0.817, 0.694, 0.208], [0.035, 1.641, -0.782], [1.972, 1.400, 0.894], [-0.703, -1.184, 0.656], [0.015, -2.282, 0.961], [-1.642, -1.200, -0.135], [0.305, -0.036, 2.130], [-1.039, 0.807, 1.468], [1.223, -0.109, -0.442], [-0.079, 2.631, -0.315], [0.671, 1.763, -1.650], [-0.904, 1.201, -1.093], [2.315, 0.819, 1.760], [1.798, 2.423, 1.186], [2.863, 1.305, 0.274], [-0.260, -3.140, 0.515], [0.832, -2.302, 1.543], [-3.314, -1.019, -2.808], [-2.015, -1.903, -2.448], [-2.664, -1.642, -3.112]], "orbital_gap_ev": 10.626, "smiles": "CC(C)CC(N)=O.O"}